No. 1
{
  "formula": "C2HO2Ru",
  "method": "ωB97M-V with the def2-TZVPD basis set",
  "elements": ["C", "C", "H", "O", "Ru", "O"],
  "xyz": [[-0.77432, -0.60903, -0.13392], [-1.92112, -0.23365, 0.08282], [-2.96041, 0.03087, 0.11110], [3.02595, 1.52440, 0.21297], [2.15195, 0.00406, -0.08216], [0.47795, -0.71664, -0.19081]],
  "forces_ev_per_angstrom": [[-2.55, 1.52, 0.86], [1.18, -0.75, -0.63], [0.39, -0.24, 0.03], [-0.28, -0.68, -0.14], [3.73, 2.19, 0.36], [-2.46, -2.04, -0.49]],
  "nbo_charge": [0.3209, -0.4041, 0.2425, -0.7196, 1.3371, -0.7768],
  "multiplicity": 6,
  "homo_ev": [-8.792, -9.325],
  "total_charge": 0,
  "lumo_energy_ev": [0.11, -2.40]
}

=====

No. 2
{
  "formula": "C39H24Cl2CrF3N4O4PS",
  "method": "ωB97M-V with the def2-TZVPD basis set",
  "elements": ["Cr", "S", "N", "C", "C", "C", "C", "C", "N", "C", "C", "N", "C", "C", "C", "C", "C", "N", "H", "H", "H", "H", "H", "H", "Cl", "C", "C", "C", "C", "C", "C", "P", "C", "C", "C", "C", "C", "C", "C", "C", "C", "C", "C", "C", "H", "H", "H", "H", "H", "H", "H", "H", "H", "H", "H", "H", "H", "H", "O", "Cl", "O", "O", "O", "F", "C", "F", "F", "C", "C", "C", "C", "C", "C", "C", "C", "H", "H", "H", "H"],
  "xyz": [[-0.42019, -0.07740, -0.82092], [-0.95263, -1.62555, 6.38522], [-2.10013, -1.51183, 5.26521], [-1.52036, -1.12430, 4.14584], [-2.18426, -0.92866, 2.88015], [-3.55901, -1.04842, 2.67567], [-4.04782, -0.85647, 1.40015], [-3.16889, -0.59336, 0.36067], [-1.85500, -0.46539, 0.53437], [-1.37084, -0.60218, 1.79108], [0.04460, -0.35936, 1.94501], [0.68624, 0.04518, 0.82604], [1.97917, 0.34404, 0.90299], [2.69810, 0.22323, 2.08669], [2.06448, -0.20992, 3.23064], [0.69783, -0.49764, 3.17240], [-0.11053, -0.92751, 4.28783], [0.31891, -1.18079, 5.50850], [-4.20564, -1.28343, 3.51008], [-5.10514, -0.93650, 1.19375], [-3.53698, -0.50001, -0.65172], [2.45323, 0.66734, -0.01008], [3.75224, 0.45871, 2.08882], [2.59467, -0.32044, 4.16706], [-1.83037, -0.13121, -2.72674], [-1.94906, 1.49275, -3.34053], [-2.45078, 1.67554, -4.61666], [-2.62954, 2.96654, -5.08503], [-2.33799, 4.05294, -4.27207], [-1.82181, 3.85259, -3.00330], [-1.59415, 2.56384, -2.52683], [-0.95372, 2.23757, -0.85147], [-2.33083, 2.94729, 0.12514], [-2.14402, 3.78029, 1.22530], [-3.23702, 4.25832, 1.93511], [-4.52339, 3.91438, 1.55184], [-4.71974, 3.09499, 0.44880], [-3.63215, 2.61121, -0.25762], [0.45958, 3.33829, -0.56608], [1.04178, 4.12967, -1.55053], [2.14698, 4.91100, -1.24917], [2.68661, 4.90284, 0.02765], [2.12782, 4.09732, 1.00930], [1.02281, 3.31700, 0.71327], [-2.70285, 0.81903, -5.22752], [-3.01018, 3.12330, -6.08476], [-2.51991, 5.05773, -4.62803], [-1.60574, 4.69989, -2.36500], [-1.15080, 4.08264, 1.51986], [-3.07641, 4.91341, 2.78102], [-5.37204, 4.29758, 2.10251], [-5.72356, 2.84723, 0.12919], [-3.79364, 1.99011, -1.13168], [0.64877, 4.12422, -2.55669], [2.59206, 5.52803, -2.01817], [3.54185, 5.52346, 0.25875], [2.54911, 4.07906, 2.00610], [0.59413, 2.68226, 1.47999], [0.88479, -1.14452, -3.43078], [1.82102, -0.21728, -2.82790], [2.55424, -0.84127, -1.73977], [0.94994, 0.85905, -2.12835], [-0.02615, -1.91805, -0.82868], [5.44805, -8.64742, 0.68755], [5.18577, -8.18672, -0.54942], [4.76532, -9.24300, -1.28044], [6.35981, -7.79359, -1.08500], [4.17725, -7.07657, -0.54476], [4.01634, -6.30443, -1.68933], [3.10104, -5.27145, -1.70322], [2.31817, -4.99833, -0.56996], [2.47837, -5.80082, 0.56562], [3.40197, -6.83044, 0.57851], [1.39006, -3.92328, -0.59396], [0.72687, -2.91816, -0.74660], [4.61520, -6.51530, -2.56609], [2.97443, -4.65556, -2.58270], [1.87644, -5.60195, 1.44200], [3.52721, -7.44137, 1.46183]],
  "forces_ev_per_angstrom": [[1.48, -0.24, -0.72], [-0.01, 0.03, -0.02], [-0.25, -0.06, 0.06], [0.47, 0.05, 0.20], [0.11, 0.07, -0.35], [0.07, 0.06, -0.17], [-0.10, -0.17, 0.27], [0.15, -0.05, -0.24], [-0.83, -0.02, 0.84], [-0.36, -0.10, 0.01], [0.39, 0.04, 0.18], [0.47, 0.18, 0.74], [0.01, -0.08, -0.23], [0.01, -0.08, 0.23], [0.00, 0.06, -0.09], [-0.07, 0.08, -0.44], [-0.52, -0.14, 0.06], [0.28, 0.05, 0.11], [-0.02, -0.01, -0.01], [0.01, 0.00, -0.04], [0.03, 0.03, 0.01], [0.00, -0.01, -0.05], [0.00, 0.02, -0.02], [0.00, -0.02, 0.01], [-0.50, -0.62, -0.51], [0.05, 0.79, -0.02], [-0.01, -0.28, 0.00], [0.01, 0.04, 0.04], [0.00, 0.04, -0.02], [-0.07, -0.03, 0.03], [0.15, -0.31, 0.03], [-0.55, 1.40, -0.17], [0.04, -0.13, 0.14], [0.00, -0.06, -0.05], [-0.01, 0.00, 0.00], [0.01, 0.04, 0.05], [-0.05, -0.02, -0.03], [0.09, -0.04, 0.03], [0.08, -0.16, 0.15], [-0.04, -0.10, -0.03], [0.02, 0.04, -0.02], [0.00, 0.01, 0.02], [-0.02, 0.02, 0.05], [-0.05, -0.01, -0.10], [0.01, 0.01, -0.01], [-0.03, -0.02, 0.00], [0.04, 0.01, 0.00], [-0.01, 0.01, -0.01], [0.02, 0.03, 0.03], [-0.01, 0.00, 0.00], [-0.01, -0.01, -0.01], [0.00, -0.02, 0.00], [-0.05, 0.02, 0.00], [0.05, 0.00, -0.03], [-0.01, -0.01, -0.01], [0.02, -0.02, -0.01], [0.00, 0.00, 0.00], [0.02, 0.02, 0.06], [0.11, 0.04, -0.04], [0.90, -0.32, -0.79], [0.07, -0.02, -0.07], [-0.96, -0.36, 1.08], [-1.06, 0.69, -0.30], [-0.02, 0.04, -0.11], [0.04, -0.13, -0.04], [0.06, 0.11, 0.07], [-0.11, -0.04, 0.05], [-0.02, 0.02, 0.06], [0.05, -0.04, -0.01], [-0.11, 0.01, 0.17], [0.30, -0.45, -0.03], [-0.04, 0.13, -0.12], [0.09, -0.05, -0.02], [-0.42, 0.88, -0.10], [0.67, -0.90, 0.33], [0.01, 0.04, 0.01], [0.01, -0.01, -0.02], [-0.02, 0.00, 0.00], [0.00, 0.02, 0.01]],
  "nbo_charge": [0.9961, 0.9939, -0.6005, 0.1731, -0.0852, -0.0788, -0.2423, 0.1469, -0.4695, 0.1686, 0.2510, -0.4590, 0.1201, -0.2276, -0.0807, -0.0889, 0.0982, -0.5815, 0.2547, 0.2474, 0.2110, 0.2580, 0.2509, 0.2536, 0.2008, -0.0153, -0.2203, -0.1624, -0.1997, -0.1227, -0.3744, 1.0478, -0.3666, -0.1929, -0.1956, -0.1995, -0.1493, -0.2222, -0.3489, -0.1993, -0.1394, -0.1966, -0.1983, -0.2181, 0.2478, 0.2392, 0.2348, 0.2271, 0.2283, 0.2292, 0.2297, 0.2196, 0.2118, 0.2284, 0.2228, 0.2306, 0.2259, 0.2117, -0.8210, 1.9155, -0.8319, -0.9037, -0.7081, -0.3236, 0.9747, -0.3247, -0.3244, -0.1608, -0.1682, -0.1890, -0.0810, -0.1471, -0.1897, -0.2221, 0.3901, 0.2288, 0.2261, 0.2071, 0.2295],
  "multiplicity": 4,
  "homo_ev": [-9.499, -9.520],
  "total_charge": 1,
  "e_above_lowest_kcal_mol": 15.76,
  "lumo_energy_ev": [-3.87, -4.11]
}

=====

No. 3
{
  "formula": "C12H17O2Si",
  "method": "ωB97M-V with the def2-TZVPD basis set",
  "elements": ["C", "C", "C", "C", "C", "C", "C", "C", "C", "C", "C", "C", "O", "O", "Si", "H", "H", "H", "H", "H", "H", "H", "H", "H", "H", "H", "H", "H", "H", "H", "H", "H"],
  "xyz": [[1.80916, 3.04149, -0.32317], [2.38342, 1.79595, -0.38867], [0.45229, 3.15808, -0.32386], [1.54974, 0.67463, -0.42946], [-0.37737, 2.10534, -0.56525], [0.13588, 0.78448, -0.46513], [-0.26324, -1.46886, -1.39117], [3.33260, -1.64286, 1.18334], [-3.81399, -1.07578, -0.56590], [-2.48358, 0.58677, 1.63106], [2.71327, -2.76742, 1.11282], [-0.56027, -0.42674, -0.47384], [-0.73303, -2.60952, -1.32760], [0.58800, -1.25072, -2.50214], [-2.14169, -0.78513, 0.38031], [2.52391, 3.84878, -0.25827], [3.39119, 1.74303, -0.55864], [0.03209, 4.07909, -0.13655], [1.90053, -0.33072, -0.34594], [-1.37853, 2.28500, -0.91675], [3.25060, -0.91236, 0.42878], [3.79370, -1.17608, 2.03932], [0.72989, -0.30346, -2.33903], [-4.65793, -0.44440, -0.16619], [-3.74788, -0.84671, -1.67842], [-4.11577, -2.15462, -0.46176], [-2.77471, 0.15748, 2.51457], [-1.53055, 1.05154, 1.79834], [-3.09563, 1.51711, 1.30424], [2.51623, -3.23441, 0.11852], [2.51016, -3.44628, 1.92253], [-1.93849, -1.95273, 1.18389]],
  "forces_ev_per_angstrom": [[1.49, 0.01, 0.53], [-2.72, -1.09, -0.64], [0.19, -0.12, -0.28], [-0.07, 1.16, 0.41], [-0.01, -1.57, 0.20], [1.61, 1.56, -0.58], [0.13, -1.80, -0.24], [0.78, 2.38, 1.05], [-0.34, -0.15, -0.79], [0.13, 2.58, -2.84], [-0.56, -3.16, -1.43], [-2.13, -1.20, -0.92], [-0.22, 0.29, -0.07], [-0.61, 0.98, 1.43], [-0.54, 0.80, -0.70], [-0.42, 0.58, 0.12], [2.58, -0.46, 0.06], [-0.93, 2.21, -0.12], [0.23, -0.15, -0.29], [-0.53, -0.11, 0.56], [0.76, 0.08, -1.34], [-0.30, -0.35, 0.78], [0.64, 0.03, -0.87], [0.86, -0.54, -0.21], [0.03, -0.33, 1.27], [0.25, 0.96, -0.18], [-1.21, -0.75, 2.30], [0.83, 0.15, 0.34], [0.44, -1.84, 0.54], [-0.65, 0.87, 0.76], [0.36, -0.06, 0.46], [-0.06, -0.95, 0.71]],
  "nbo_charge": [-0.2659, -0.2214, -0.2206, -0.2548, -0.2403, 0.0089, 0.7334, -0.3907, -1.1015, -1.1066, -0.3651, -0.8716, -0.7108, -0.7260, 1.4289, 0.1902, 0.1893, 0.1892, 0.2062, 0.2029, 0.1895, 0.1773, 0.4708, 0.2112, 0.2281, 0.2270, 0.2150, 0.2322, 0.2141, 0.2056, 0.1825, -0.2268],
  "homo_ev": -3.160,
  "total_charge": -1,
  "e_above_lowest_kcal_mol": 9.75,
  "lumo_energy_ev": 3.41
}

=====

No. 4
{
  "formula": "C5H10N2S",
  "method": "ωB97M-V with the def2-TZVPD basis set",
  "elements": ["C", "C", "C", "S", "C", "N", "C", "N", "H", "H", "H", "H", "H", "H", "H", "H", "H", "H"],
  "xyz": [[1.53647, 0.26172, -0.72101], [0.25070, 0.56455, 0.05661], [0.43439, 0.24770, 1.53870], [-0.25531, 2.26434, -0.40923], [-0.87757, -0.36377, -0.49479], [-0.62265, -1.93962, -0.42239], [-2.14022, -0.17625, 0.04399], [-3.15419, -0.07544, 0.56165], [1.39819, 0.36825, -1.78769], [1.94883, -0.73601, -0.57820], [2.19660, 1.12761, -0.48978], [-0.67077, 0.19211, 2.07946], [0.82747, 1.19858, 1.94486], [1.14774, -0.57160, 1.69893], [1.01116, 2.65355, -0.50942], [-0.96871, -0.24907, -1.54265], [-1.14749, -2.31324, 0.30752], [-0.91463, -2.45339, -1.27654]],
  "forces_ev_per_angstrom": [[0.20, 1.16, -0.10], [-0.45, -2.23, -0.79], [-2.31, 2.09, 1.26], [-0.31, -0.23, 0.51], [2.23, -3.28, -1.34], [1.25, 2.19, -1.50], [-1.87, 0.69, 1.27], [-0.76, 0.11, 0.26], [-0.42, 0.00, -0.41], [0.10, 0.21, 0.53], [0.35, -1.15, 0.17], [2.97, -0.41, -1.24], [0.23, -0.69, 0.30], [-0.69, 0.08, 0.13], [0.12, 0.36, -0.05], [0.12, 0.67, -1.23], [-0.95, -0.65, 1.58], [0.22, 1.08, 0.67]],
  "nbo_charge": [-0.6256, -0.1186, -0.6489, -0.0026, -0.1926, -0.8173, 0.2575, -0.3031, 0.2172, 0.2370, 0.2074, 0.2301, 0.2273, 0.2354, 0.1200, 0.2435, 0.3605, 0.3727],
  "smiles": "CC(C)(S)[C@@H](N)C#N",
  "homo_ev": -9.601,
  "total_charge": 0,
  "e_above_lowest_kcal_mol": 40.10,
  "lumo_energy_ev": 0.66
}

=====

No. 5
{
  "formula": "C4H9BrN3",
  "method": "ωB97M-V with the def2-TZVPD basis set",
  "elements": ["C", "C", "N", "N", "C", "C", "N", "Br", "H", "H", "H", "H", "H", "H", "H", "H", "H"],
  "xyz": [[-0.68857, -2.42552, -0.35317], [-0.34125, -0.96634, -0.34581], [-1.02198, -0.09969, 0.34722], [-0.38739, 1.15488, 0.15975], [-0.00794, 1.67690, 1.52243], [0.79527, 0.96323, -0.66907], [0.72910, -0.43794, -0.86049], [1.78776, -1.34300, -2.19062], [-1.15886, -2.53632, 0.62021], [0.27331, -2.99064, -0.41042], [-1.37192, -2.57795, -1.21358], [-1.15142, 1.74543, -0.13308], [0.29734, 0.68485, 1.95376], [0.78712, 2.38064, 1.21060], [-1.00664, 1.95914, 2.03448], [1.74399, 1.23819, -0.06411], [0.72207, 1.57414, -1.60810]],
  "forces_ev_per_angstrom": [[0.77, 0.98, -0.24], [-1.80, -0.62, 1.69], [-1.34, -1.62, -0.09], [-0.98, 0.54, 1.52], [-1.15, -1.43, -0.04], [2.08, 1.70, -0.85], [3.27, -1.24, -3.08], [-0.80, 1.01, 1.04], [-0.32, -0.64, -0.23], [-1.08, 0.14, -0.11], [0.43, -0.40, 0.65], [0.21, 0.58, -1.12], [0.45, 1.52, 0.37], [-0.61, 0.18, 1.60], [2.10, 0.18, -0.72], [-1.47, -0.24, -1.14], [0.26, -0.63, 0.74]],
  "nbo_charge": [-0.6598, 0.4577, -0.3806, -0.2341, -0.4130, -0.0721, -0.4661, 0.3135, 0.2682, 0.2534, 0.2698, 0.4473, 0.2460, 0.2288, 0.2650, 0.2317, 0.2444],
  "smiles": "CC1=N[N@@H+](C)CN1Br",
  "homo_ev": -13.584,
  "total_charge": 1,
  "e_above_lowest_kcal_mol": 53.95,
  "lumo_energy_ev": -4.47
}

=====

We obtain largest force on an atom values of 4.339 1.666 3.841 4.186 4.656 eV/Å for the records listed above, in that order.